(1)
Below is a structure of composition C30H30F4KN5O3S, with properties calculated with the ωB97M-V functional and the def2-TZVPD basis.

Each line ends with the Löwdin charge.
Cartesian coordinates (Å):
C  1.5709  -5.5521  -4.3665  -0.11
H  -0.9789  0.3115  4.5931  0.11
C  1.2935  0.6953  -3.6668  -0.12
F  2.3780  -1.1437  1.7076  0.03
C  1.4192  2.9870  -4.5302  -0.11
H  -2.9276  0.8167  3.3492  0.11
N  -2.0507  0.9486  1.4237  -0.18
H  -1.4382  -3.4716  -0.9242  0.04
C  3.9197  -0.4319  3.3104  -0.25
C  -4.3206  0.0871  0.7315  -0.10
H  -2.4042  -0.8897  0.5367  0.09
H  1.5154  4.9890  -5.2983  0.07
N  0.3363  0.1134  2.9374  0.04
C  0.9757  -3.8031  -2.8062  -0.14
H  -2.6465  -4.3776  2.9906  0.09
N  1.4003  -1.5143  -3.1943  0.03
K  0.5504  -0.1197  -0.3131  0.83
H  -1.3960  4.3129  1.1130  0.07
F  1.0414  1.5474  5.4464  0.02
C  1.9530  0.8729  4.6843  -0.15
C  -4.0112  -3.7587  1.4279  -0.44
H  -2.8869  2.5442  0.3845  0.11
O  1.0045  1.9814  -1.0477  -0.23
C  1.0064  -6.1191  -2.1041  -0.10
S  -3.8063  -3.3642  -0.2242  0.97
H  5.3061  0.2491  4.8422  0.10
H  -2.6202  0.4943  -0.5244  0.12
H  -0.7049  1.8041  3.7190  0.09
H  -4.7643  1.0750  0.5811  0.06
C  -2.8066  0.1258  0.4887  -0.26
C  0.7988  -4.7726  -1.8238  -0.04
C  1.4234  4.3587  -4.4225  -0.15
H  1.2452  0.3810  -4.7177  0.10
C  -2.3379  2.3790  1.3165  -0.25
C  1.5292  0.2089  3.4824  -0.22
C  -2.1128  -3.6829  -0.0940  -0.46
C  1.3097  4.9335  -3.1395  -0.07
C  1.1895  4.1329  -2.0263  -0.21
C  -1.1004  3.2727  1.2983  -0.07
H  0.9149  6.2145  0.4572  0.08
N  1.3476  -0.1956  -2.7626  -0.07
H  1.5187  2.5265  -5.5107  0.09
C  -2.0624  0.4284  2.7824  -0.21
H  0.8678  -6.8596  -1.3236  0.09
H  1.8731  -5.8528  -5.3635  0.09
C  0.7118  -2.3531  -2.4575  -0.52
H  -0.5614  3.2369  2.2489  0.06
C  1.0267  6.0160  -0.6078  -0.12
H  -4.5403  -0.2331  1.7536  0.06
C  1.1604  2.6842  -2.0932  -0.33
H  1.5179  -3.4421  -4.8312  0.10
H  0.5088  -4.4575  -0.8272  0.10
C  4.2898  0.2331  4.4774  -0.01
C  1.3705  -4.2073  -4.0806  -0.05
H  -4.9762  -3.7019  1.9100  0.05
C  1.3873  -6.5167  -3.3792  -0.13
C  2.6398  -0.4479  2.8388  -0.17
F  4.8741  -1.0990  2.6185  0.05
N  -1.7364  -4.0630  1.0917  0.00
O  1.0952  4.6247  -0.7511  -0.10
H  -2.1628  -0.6608  2.7228  0.11
C  1.3007  2.1427  -3.4150  -0.15
H  1.3265  6.0104  -3.0414  0.08
H  -4.8054  -0.6111  0.0445  0.04
C  -2.8117  -4.0993  1.9577  -0.27
H  0.1690  6.4411  -1.1441  0.09
H  1.5433  -7.5668  -3.6024  0.08
C  -0.8020  0.7187  3.5863  -0.27
H  -3.0091  2.6897  2.1344  0.11
C  3.2529  0.8728  5.1310  -0.26
F  3.5260  1.5402  6.2828  0.04
H  -0.4056  2.9636  0.5152  0.05
H  1.9352  6.5153  -0.9672  0.08
O  -0.1370  -2.1123  -1.5355  -0.22

Values from the calculation:
- Relative energy (zero: lowest compared OMol25 entry of this formula, charge and spin): 49.7 kJ/mol
- Highest occupied orbital energy: -1.29 eV
- Net charge: -2
- Frontier orbital gap: 5.181 eV

---

(2)
Below is a cluster of 10 separate species, C46H104F3N5O6 in total, with properties calculated with the ωB97M-V functional and the def2-TZVPD basis.

Each line ends with the Löwdin charge.
Cartesian coordinates (Å):
H  -3.5997  -7.3208  -0.5116  0.06
H  0.9262  -4.0155  -4.6695  0.09
F  -3.4032  2.0302  6.2266  0.17
H  0.9712  5.3893  0.5255  0.10
C  2.0615  -1.7261  -3.6092  -0.02
H  1.5264  1.4241  3.8405  0.07
H  1.1697  -4.3701  6.1195  0.12
C  -4.8542  3.1336  -0.0993  -0.01
C  -0.1509  3.8770  1.5509  -0.48
H  -1.3833  -0.1806  -3.5337  0.07
H  3.5530  -5.2774  5.9817  0.11
H  -0.8135  0.6696  1.8989  0.05
H  3.7254  4.2413  -2.1709  0.09
F  -4.1437  1.8683  4.1839  0.16
C  0.9256  4.3014  0.6017  -0.02
H  6.5730  4.0014  0.6162  0.10
C  -5.1864  4.6523  1.9661  -0.01
N  6.0943  3.7827  -1.3608  -0.19
H  0.7384  -5.2532  3.5681  0.11
H  8.4602  4.3923  -2.7257  0.06
H  -1.7940  3.8334  0.1437  0.07
H  -1.8713  -7.1094  -0.2496  0.06
H  -1.3555  -3.3526  -0.8002  0.07
H  4.8992  -5.3080  3.9508  0.08
H  1.8436  3.8928  1.0245  0.09
H  -1.3669  -2.1116  -2.0653  0.05
H  -1.4175  -3.2795  2.4357  0.04
H  -2.2907  6.4342  -4.4183  0.10
C  2.4737  -2.6047  6.1495  -0.08
H  -0.2601  -0.5603  3.7662  0.11
H  2.2277  -5.5672  2.7523  0.10
C  7.9769  2.6021  -0.1532  -0.09
C  -0.2901  6.2884  -4.9812  -0.08
H  1.1319  0.2046  1.0976  0.11
H  -6.5882  -5.7824  0.9673  0.07
H  -1.2748  -0.8656  -6.1382  0.07
H  2.2967  -0.0803  4.3378  0.06
C  1.2509  -1.9056  -4.8861  -0.49
H  6.9660  2.3091  -2.6594  0.11
H  1.7170  1.0408  5.5166  0.09
H  -5.6965  -7.2152  0.8793  0.06
C  -4.8203  4.5091  0.5170  -0.51
C  -2.2840  -1.2844  -6.1446  -0.02
H  2.3452  0.4505  -1.7473  0.06
H  3.2735  0.4987  -0.3797  0.07
H  -1.6760  -5.2922  0.9527  0.10
N  -0.0961  -0.1622  -0.5930  -0.16
N  -1.6302  4.4511  -3.8918  -0.17
N  2.5128  -4.3890  4.4392  -0.18
F  -2.5257  3.2191  4.5990  0.17
H  -4.4800  4.0260  2.5132  0.06
H  2.3893  -3.1419  2.0548  0.08
H  -2.1247  -7.6948  2.1566  0.11
C  7.1136  3.8700  -0.3241  -0.25
H  5.6868  3.2892  -3.2893  0.10
C  1.6870  -4.7767  3.2781  -0.26
C  1.4446  -3.6061  2.3274  -0.08
H  0.9473  1.5294  0.0379  0.09
H  -1.1458  1.6471  -0.4303  0.09
H  -2.9354  0.6104  -4.1003  0.09
H  -2.0417  -0.5014  1.5084  0.07
H  -3.0135  -3.5790  3.0911  0.09
H  4.6416  3.3928  0.0653  0.11
N  -3.3541  -6.0655  2.0277  -0.18
H  -0.4980  5.7407  -5.9037  0.08
C  6.5796  3.3379  -2.6621  -0.28
H  -0.5444  4.2309  -2.0982  0.09
H  -3.0099  3.1221  -3.0783  0.09
H  -0.5031  -3.0679  -4.3119  0.07
C  0.0900  0.0115  4.6329  -0.20
C  -3.0512  2.0419  4.9351  -0.54
H  0.7579  -2.0474  -0.5384  0.10
C  -1.4391  5.8859  -4.0202  -0.27
C  -1.3667  -2.2748  -0.9883  -0.07
C  -0.5051  2.3628  -3.1885  -0.08
C  -2.0880  0.8528  4.7159  -0.42
H  0.3249  1.9554  -2.6068  0.07
C  3.7299  3.2036  -1.8374  -0.09
O  -2.5392  -0.2301  4.5081  0.16
C  -1.6781  0.4956  1.2497  -0.06
H  -2.1246  0.3101  -0.8939  0.09
H  -2.9551  -0.4809  -2.7771  0.07
C  -2.1696  -5.2283  1.9352  -0.26
H  -1.8584  5.2449  1.1504  0.10
H  -3.9869  3.0067  -0.7511  0.06
H  -4.1866  4.3397  -4.9631  0.08
H  2.8303  -1.8355  5.4726  0.05
H  8.5683  2.4191  -1.0532  0.06
H  -3.8208  -8.1176  1.9408  0.10
H  2.4847  -1.0362  -0.6982  0.06
H  -5.0468  4.3258  -3.4690  0.07
C  -2.7141  -1.4134  -4.7098  -0.50
H  -2.3090  3.8175  1.8811  0.06
C  -5.7644  -6.2949  1.4684  -0.09
H  2.7703  2.9007  -1.4145  0.04
O  -3.2801  -2.4204  -4.3244  0.05
H  -2.5867  -8.6955  -0.0785  0.07
C  -4.1244  4.6873  -3.9307  -0.08
H  0.4197  4.2720  -3.5575  0.10
C  -4.4891  -5.4805  1.3302  -0.28
H  -1.3926  -5.5684  2.6252  0.10
C  3.0910  -5.6031  5.0481  -0.26
H  -2.8026  4.6037  -2.1602  0.10
H  8.6973  2.6561  0.6629  0.07
C  -0.2088  -1.6032  -0.3072  -0.25
C  -0.5108  3.8840  -3.1424  -0.25
H  -0.0566  -3.1695  -5.9551  0.08
H  -5.0812  5.6962  2.2529  0.09
H  5.1968  1.9504  -0.7954  0.10
H  7.3320  1.7373  0.0030  0.06
O  1.3768  -1.1508  -5.8227  0.06
C  -2.7570  -7.6324  0.1050  -0.08
H  -2.3467  1.2729  1.6269  0.07
H  3.9870  -6.6548  3.3044  0.06
C  7.5417  4.3098  -3.3166  -0.08
H  2.8381  -0.9743  -3.7089  0.08
H  -0.3192  -1.7216  0.7832  0.09
H  -4.2237  5.7727  -3.9503  0.06
H  7.1475  5.3246  -3.3625  0.08
C  -2.3817  -3.7389  2.2125  -0.09
H  1.4123  -1.4480  -2.7756  0.05
H  -4.6662  -4.4935  1.7571  0.10
H  -6.2172  4.3455  2.1429  0.09
C  1.0926  0.4458  0.0247  -0.23
C  1.6789  -3.6847  5.4302  -0.26
C  -1.3012  0.5805  -0.2314  -0.24
H  3.2603  -3.0333  6.7668  0.07
C  0.3801  -3.1189  -4.9584  -0.02
H  0.7376  -2.9236  2.7985  0.04
H  0.9877  -4.0099  1.4204  0.07
C  4.2582  -6.1468  4.2302  -0.10
C  4.9290  3.0086  -0.9152  -0.26
C  1.4709  0.5955  4.5479  -0.05
H  -1.3954  1.9667  -2.7049  0.03
O  -4.4455  5.4527  -0.1438  0.06
H  0.8648  -3.1930  4.8899  0.09
H  7.7477  4.7490  -0.4515  0.11
H  -2.8913  -0.4853  -6.5883  0.09
H  -0.4969  2.0072  -4.2170  0.09
H  -2.4823  -2.1833  -6.7155  0.09
H  -1.2685  6.3563  -3.0362  0.12
H  0.7643  3.9153  -0.4020  0.05
H  -4.7668  2.3219  0.6263  0.08
H  -2.8669  -3.1672  1.4214  0.06
H  -0.0306  -0.6927  5.4625  0.12
H  4.8595  -6.8296  4.8314  0.07
H  -5.7314  2.9785  -0.7275  0.09
H  -5.9951  -6.5107  2.5093  0.08
C  2.3430  0.0397  -0.7368  -0.08
H  2.4667  -2.6970  -3.3143  0.09
H  -4.2919  -5.3456  0.2554  0.12
C  -1.5820  4.1828  1.1555  -0.01
C  -3.0368  -7.4364  1.6147  -0.24
H  0.7102  6.0491  -4.6319  0.05
C  -2.8961  4.2044  -3.1802  -0.26
H  -0.4043  7.3435  -5.2235  0.07
O  0.0673  3.1485  2.4882  0.07
H  7.8205  3.9605  -4.3093  0.07
C  -2.4502  -0.2945  -3.7224  -0.03
H  1.7284  -2.1074  6.7838  0.07
H  -2.3550  -2.0111  -0.6053  0.07
H  2.2905  -6.3399  5.1784  0.12
O  -0.8071  1.1169  4.7778  0.04
H  3.7827  2.5684  -2.7275  0.07

Values from the calculation:
- Highest occupied orbital energy: -8.32 eV
- SMILES string: CCOC(=O)C(F)(F)F.CCN(CC)CC.CCN(CC)CC.CCN(CC)CC.CCN(CC)CC.CCN(CC)CC.CC(C)=O.CC(C)=O.CC(C)=O.CC(C)=O
- Frontier orbital gap: 8.847 eV

---

(3)
Below is a structure of composition C5H8O3, with properties calculated with the ωB97M-V functional and the def2-TZVPD basis.

Each line ends with the Löwdin charge.
Cartesian coordinates (Å):
H  -0.5348  1.0034  -1.8551  0.09
C  1.2232  0.8182  0.1029  -0.46
H  -1.4408  0.8178  2.0116  0.09
C  -0.0134  0.0610  -1.9371  0.03
H  -0.4354  -1.3523  -0.4369  0.11
H  -1.7421  -1.1607  -1.7786  0.09
C  -0.3797  0.6775  2.2139  0.02
C  -0.6558  -1.1511  -1.7689  -0.10
C  0.2299  -0.1095  1.0836  -0.47
O  1.6207  1.8005  -0.4406  0.11
H  1.0025  0.1104  -2.2962  0.09
H  0.0991  1.6450  2.3435  0.09
O  -0.2482  -1.2524  0.8004  0.01
O  1.7485  0.0353  1.0179  0.12
H  -0.1951  -2.0384  -2.1922  0.09
H  -0.2785  0.0953  3.1319  0.10

Values from the calculation:
- Relative energy (zero: lowest compared OMol25 entry of this formula, charge and spin): 404.5 kJ/mol
- Highest occupied orbital energy: -9.00 eV
- Frontier orbital gap: 8.589 eV

---

(4)
Below is a structure of composition C14H18N2NiO2, with properties calculated with the ωB97M-V functional and the def2-TZVPD basis.

Each line ends with the Löwdin charge.
Cartesian coordinates (Å):
C  -2.5217  1.3038  -1.4760  -0.12
H  -2.2532  -1.2623  1.9260  0.05
H  -2.9745  -1.6867  0.2708  0.05
H  3.1423  -0.1364  -1.7759  0.11
H  -3.2268  1.9002  -0.8697  0.04
H  -0.6515  2.9480  -1.4377  0.11
H  -1.4530  -2.6627  1.1692  0.08
C  -1.0419  1.6040  1.5207  -0.05
H  2.8313  -1.9658  -1.0782  0.11
H  -1.7344  2.4113  1.2255  0.02
C  0.4499  -3.5310  0.7578  -0.02
H  -3.6040  -0.1903  1.0503  0.05
C  1.8965  -2.1520  -0.5534  0.01
H  3.4438  2.2377  -2.5718  0.12
C  1.2958  0.0806  2.8081  -0.66
C  0.2175  2.2934  -1.5114  -0.13
N  0.0414  1.0159  -1.1272  0.06
C  -2.7390  -0.8969  1.0029  -0.09
C  1.1110  0.1723  -1.1513  -0.16
H  -3.0535  0.4085  -1.8847  0.04
C  1.6713  -3.3532  0.1132  -0.02
C  1.4193  2.7694  -2.0237  -0.04
H  -0.0374  2.0567  1.4618  0.04
H  2.4299  -4.1292  0.1528  0.12
C  -0.4913  -2.5145  0.6917  -0.12
N  -0.2798  -1.3563  0.0652  0.10
H  -1.9497  1.9100  -2.1953  0.01
O  1.1646  0.0377  4.0386  -0.09
C  0.9179  -1.1407  -0.5408  -0.19
H  0.3904  0.5118  2.3275  0.02
H  -1.3155  1.3017  2.5440  0.04
C  2.5027  1.8990  -2.1439  -0.03
O  2.1792  -0.2295  1.9710  -0.11
C  2.3366  0.5887  -1.7038  0.02
H  0.1897  -4.4334  1.3074  0.11
Ni  -1.7708  0.3842  -0.0151  0.42
H  1.4669  3.8058  -2.3447  0.11

Values from the calculation:
- Highest occupied orbital energy (alpha / beta): -6.61 / -6.58 eV
- Spin multiplicity: 3
- <S²>: 2.07
- Frontier orbital gap (alpha / beta): 4.691 / 4.958 eV

---

Number 1: calculated total energy -3058.2885 a.u., maximum force 1.94 eV Å⁻¹. Number 2: calculated total energy -2839.8184 a.u., maximum force 1.62 eV Å⁻¹. Number 3: calculated total energy -420.9020 a.u., maximum force 2.32 eV Å⁻¹. Number 4: calculated total energy -2312.3091 a.u., maximum force 5.02 eV Å⁻¹.